{"formula": "C4H22BNO9", "method": "ωB97M-V with the def2-TZVPD basis set", "symbols": ["B", "N", "C", "C", "O", "C", "C", "O", "H", "H", "H", "H", "H", "H", "H", "H", "O", "H", "H", "O", "H", "H", "O", "H", "H", "O", "H", "H", "O", "H", "H", "O", "H", "H", "O", "H", "H"], "positions_angstrom": [[0.644, -1.748, 1.695], [-0.064, -0.453, 1.430], [0.774, 0.335, 0.527], [1.865, 1.105, 1.238], [0.598, 0.339, -0.655], [-1.371, -0.647, 0.885], [-2.342, 0.496, 1.096], [-1.728, -1.654, 0.329], [1.216, -1.945, 2.720], [0.671, -2.582, 0.854], [2.297, 1.866, 0.602], [1.427, 1.511, 2.147], [2.623, 0.386, 1.561], [-2.287, 1.207, 0.273], [-3.349, 0.090, 1.152], [-2.140, 1.037, 2.020], [-4.297, -2.554, -0.793], [-3.539, -2.176, -0.325], [-4.832, -2.936, -0.087], [-6.982, -1.177, -1.350], [-6.216, -1.748, -1.192], [-7.747, -1.722, -1.136], [1.722, -4.184, -0.848], [1.400, -3.735, -1.636], [1.582, -5.118, -1.029], [-6.827, -2.128, 1.592], [-6.854, -1.350, 2.155], [-6.815, -1.772, 0.695], [3.980, 3.749, 0.808], [4.254, 4.660, 0.941], [4.269, 3.535, -0.088], [5.289, 2.147, -1.710], [5.244, 2.420, -2.632], [5.928, 1.429, -1.707], [6.752, 4.152, -3.305], [7.606, 4.358, -3.697], [6.748, 4.623, -2.467]], "smiles": "BN(C(C)=O)C(C)=O.O.O.O.O.O.O.O", "gap_ev": 10.0, "homo_ev": -9.8957}

=====

{"formula": "C4H8O2", "method": "ωB97M-V with the def2-TZVPD basis set", "symbols": ["O", "C", "C", "C", "O", "C", "H", "H", "H", "H", "H", "H", "H", "H"], "positions_angstrom": [[-1.861, -1.238, 0.797], [-0.693, -0.470, 1.051], [0.162, -0.469, -0.196], [-0.170, 1.099, -1.638], [0.676, 1.716, -0.683], [1.324, 0.562, -0.162], [-2.491, -1.070, 1.521], [-0.081, -0.898, 1.873], [-0.923, 0.577, 1.319], [0.392, -1.470, -0.574], [0.503, 0.548, -2.353], [-0.707, 0.110, -0.985], [2.150, 0.231, -0.818], [1.718, 0.771, 0.847]], "gap_ev": 8.8, "de_lowest_kj_mol": 564.9, "homo_ev": -8.2924}

=====

{"formula": "C36H96O12", "method": "ωB97M-V with the def2-TZVPD basis set", "symbols": ["C", "C", "C", "O", "H", "H", "H", "H", "H", "H", "H", "H", "C", "C", "C", "O", "H", "H", "H", "H", "H", "H", "H", "H", "C", "C", "C", "O", "H", "H", "H", "H", "H", "H", "H", "H", "C", "C", "C", "O", "H", "H", "H", "H", "H", "H", "H", "H", "C", "C", "C", "O", "H", "H", "H", "H", "H", "H", "H", "H", "C", "C", "C", "O", "H", "H", "H", "H", "H", "H", "H", "H", "C", "C", "C", "O", "H", "H", "H", "H", "H", "H", "H", "H", "C", "C", "C", "O", "H", "H", "H", "H", "H", "H", "H", "H", "C", "C", "C", "O", "H", "H", "H", "H", "H", "H", "H", "H", "C", "C", "C", "O", "H", "H", "H", "H", "H", "H", "H", "H", "C", "C", "C", "O", "H", "H", "H", "H", "H", "H", "H", "H", "C", "C", "C", "O", "H", "H", "H", "H", "H", "H", "H", "H"], "positions_angstrom": [[10.260, 19.461, 11.822], [10.415, 17.984, 11.920], [10.162, 17.402, 13.299], [9.497, 17.347, 10.968], [9.240, 19.625, 12.101], [10.488, 19.966, 10.908], [10.788, 20.085, 12.574], [11.412, 17.544, 11.666], [10.846, 17.787, 14.021], [10.546, 16.387, 13.336], [9.154, 17.376, 13.596], [9.167, 16.526, 11.304], [14.982, 16.167, 11.584], [15.943, 15.512, 12.481], [16.771, 16.469, 13.305], [15.291, 14.587, 13.363], [14.391, 15.536, 10.917], [15.531, 16.935, 11.029], [14.274, 16.735, 12.174], [16.658, 14.959, 11.836], [17.321, 17.062, 12.585], [17.452, 16.025, 14.022], [16.044, 17.207, 13.709], [15.972, 13.973, 13.577], [14.323, 7.930, 11.532], [13.465, 8.405, 12.690], [14.262, 9.172, 13.706], [12.400, 9.136, 12.129], [14.710, 8.706, 10.862], [13.697, 7.323, 10.890], [15.137, 7.356, 11.960], [13.037, 7.507, 13.171], [13.789, 9.180, 14.718], [14.511, 10.210, 13.304], [15.263, 8.717, 13.810], [11.758, 9.313, 12.891], [18.967, 10.873, 13.428], [18.381, 12.111, 12.786], [17.899, 11.991, 11.382], [17.325, 12.584, 13.624], [19.155, 11.150, 14.467], [19.970, 10.545, 13.045], [18.215, 10.111, 13.344], [19.145, 12.905, 12.797], [17.514, 12.947, 11.003], [17.097, 11.270, 11.289], [18.726, 11.668, 10.777], [17.788, 12.812, 14.389], [16.074, 12.559, 6.462], [15.479, 12.441, 7.885], [16.041, 11.231, 8.623], [15.879, 13.610, 8.605], [15.678, 13.440, 5.929], [15.692, 11.700, 5.797], [17.160, 12.674, 6.597], [14.372, 12.318, 7.819], [15.710, 10.306, 8.165], [15.542, 11.138, 9.602], [17.128, 11.300, 8.644], [15.100, 14.189, 8.604], [9.133, 7.762, 12.526], [9.098, 9.227, 12.933], [7.748, 9.705, 13.492], [10.120, 9.585, 13.917], [8.780, 7.114, 13.358], [10.176, 7.458, 12.255], [8.485, 7.606, 11.634], [9.312, 9.849, 12.019], [6.874, 9.347, 12.925], [7.710, 10.790, 13.662], [7.534, 9.317, 14.585], [10.160, 8.869, 14.582], [11.583, 15.053, 6.764], [12.538, 15.772, 7.775], [11.712, 16.687, 8.661], [13.255, 14.915, 8.576], [10.848, 14.542, 7.411], [12.056, 14.373, 6.092], [11.008, 15.801, 6.088], [13.249, 16.416, 7.289], [11.060, 16.191, 9.338], [11.038, 17.201, 7.973], [12.273, 17.443, 9.223], [12.754, 14.208, 8.995], [14.837, 15.261, 17.430], [13.615, 16.167, 17.370], [13.286, 16.504, 15.942], [12.421, 15.575, 17.905], [15.689, 15.830, 17.001], [14.652, 14.399, 16.805], [14.938, 14.840, 18.427], [13.840, 16.995, 18.028], [12.975, 15.610, 15.403], [14.179, 16.845, 15.450], [12.509, 17.274, 15.871], [12.504, 14.596, 17.920], [7.494, 14.830, 10.061], [7.676, 14.213, 11.442], [8.293, 12.833, 11.308], [8.581, 15.091, 12.125], [7.142, 15.828, 10.159], [6.764, 14.185, 9.566], [8.473, 14.830, 9.582], [6.774, 14.163, 12.049], [9.056, 12.732, 10.542], [7.486, 12.123, 10.998], [8.681, 12.512, 12.285], [8.719, 14.758, 13.030], [8.653, 14.601, 16.157], [9.950, 13.983, 15.535], [10.669, 12.948, 16.487], [9.494, 13.350, 14.384], [8.908, 15.204, 17.029], [8.037, 13.837, 16.567], [8.127, 15.143, 15.347], [10.652, 14.774, 15.367], [10.048, 12.039, 16.536], [10.736, 13.391, 17.484], [11.741, 12.785, 16.132], [10.169, 12.678, 14.268], [13.417, 12.408, 11.641], [12.040, 12.925, 11.462], [11.999, 14.329, 11.865], [11.723, 12.742, 10.053], [14.115, 13.033, 11.064], [13.426, 11.404, 11.247], [13.704, 12.367, 12.714], [11.392, 12.339, 12.081], [12.562, 14.989, 11.162], [12.490, 14.400, 12.823], [10.966, 14.720, 11.917], [11.692, 11.782, 10.043], [10.826, 10.767, 7.762], [11.214, 9.632, 8.683], [12.556, 9.045, 8.221], [11.312, 10.003, 10.040], [10.554, 10.447, 6.787], [11.633, 11.468, 7.603], [9.901, 11.304, 8.146], [10.466, 8.838, 8.518], [13.292, 9.861, 8.213], [12.470, 8.631, 7.192], [12.929, 8.211, 8.843], [11.746, 9.363, 10.560]], "smiles": "CC(C)O.CC(C)O.CC(C)O.CC(C)O.CC(C)O.CC(C)O.CC(C)O.CC(C)O.CC(C)O.CC(C)O.CC(C)O.CC(C)O", "gap_ev": 9.4, "de_lowest_kj_mol": 242.2, "homo_ev": -9.1096}

=====

{"formula": "C5H12BrN2", "method": "ωB97M-V with the def2-TZVPD basis set", "symbols": ["C", "C", "C", "C", "C", "N", "N", "Br", "H", "H", "H", "H", "H", "H", "H", "H", "H", "H", "H", "H"], "positions_angstrom": [[-0.358, -0.050, -0.098], [1.575, -1.522, -0.378], [-0.804, -2.324, 0.157], [-1.082, 2.184, -0.476], [1.051, 1.714, 0.613], [0.162, -1.206, -0.063], [-0.090, 1.192, 0.018], [-3.845, -0.068, 0.138], [2.157, -1.280, 0.597], [1.644, -2.704, -0.478], [2.055, -0.970, -1.250], [-1.084, -2.876, -0.740], [-0.127, -3.068, 0.617], [-1.517, -2.147, 0.870], [-0.996, 3.034, 0.104], [-2.060, 1.793, -0.482], [-0.804, 2.656, -1.432], [0.775, 2.684, 0.976], [1.914, 1.906, -0.095], [1.434, 1.052, 1.405]], "charge": 1, "gap_ev": [10.2, 7.2], "spin_multiplicity": 3, "s2": 2.01, "de_lowest_kj_mol": 7.7, "homo_ev": [-12.9818, -14.2028]}

=====

no.,total energy (eV)
1,-25098.458
2,-8367.427
3,-63457.452
4,-78391.220